(1)
Density functional theory data (wB97M-V/def2-TZVPD) for a structure of composition C22H33N9OSScSiTe.

Properties
Highest occupied orbital energy (alpha / beta)   -5.00 / -7.60 eV
Frontier orbital gap (alpha / beta)   0.189 / 0.285 Ha
<S²>   0.77

```
! RIJCOSX wB97M-V def2-TZVPD def2/J DEFGRID3
* xyz 0 2
Sc 0.312 0.251 -0.399
C 2.217 -2.885 0.941
C 0.716 -2.918 0.847
C 0.009 -4.021 1.283
C -1.376 -4.041 1.090
C -1.996 -2.998 0.453
C -1.229 -1.881 0.027
N 0.113 -1.855 0.299
N -1.672 -0.803 -0.626
Si -3.246 -0.626 -1.309
C -3.580 -1.972 -2.604
C -3.312 1.090 -2.088
C -4.716 -0.633 -0.098
H 2.623 -3.849 0.635
H 2.540 -2.700 1.968
H 2.609 -2.113 0.282
H 0.529 -4.847 1.746
H -1.954 -4.895 1.423
H -3.060 -3.012 0.262
H -2.665 -2.215 -3.147
H -4.330 -1.651 -3.329
H -3.944 -2.893 -2.142
H -2.825 1.105 -3.063
H -2.818 1.836 -1.460
H -4.348 1.402 -2.229
H -4.739 -1.498 0.568
H -5.648 -0.634 -0.667
H -4.714 0.266 0.524
O 1.757 -0.488 -1.654
N 2.070 -0.208 -2.913
C 3.141 -0.827 -3.451
C 3.554 -0.563 -4.725
C 2.843 0.384 -5.475
C 1.749 0.995 -4.922
C 1.324 0.698 -3.610
S -0.031 1.404 -2.884
H 3.629 -1.532 -2.795
H 4.418 -1.068 -5.128
H 3.156 0.636 -6.479
H 1.165 1.721 -5.467
N -2.582 1.391 2.734
C -1.894 0.383 2.211
N -0.929 0.855 1.447
C -1.091 2.231 1.521
N -2.094 2.584 2.318
C -0.234 3.096 0.782
C -0.317 4.489 0.870
N 0.492 5.304 0.229
C 1.436 4.693 -0.556
C 1.531 3.338 -0.678
N 0.710 2.473 -0.029
H -3.360 1.365 3.368
H -2.111 -0.657 2.396
H -1.076 4.926 1.510
H 2.117 5.350 -1.081
H 2.291 2.889 -1.310
N 2.555 0.519 0.818
H 2.861 -0.248 1.406
H 2.614 1.372 1.363
H 3.214 0.601 0.049
C 2.473 -1.298 4.989
Te 0.899 -0.544 3.708
C 1.435 1.503 4.114
H 3.452 -1.013 4.609
H 2.401 -2.384 4.998
H 2.360 -0.928 6.005
H 1.027 1.825 5.067
H 1.030 2.128 3.319
H 2.519 1.597 4.138
*
```

(2)
Density functional theory data (wB97M-V/def2-TZVPD) for a structure of composition C22H33N9OSScSiTe.

Properties
Highest occupied orbital energy (alpha / beta)   -4.73 / -7.73 eV
Frontier orbital gap (alpha / beta)   0.176 / 0.286 Ha
<S²>   0.77

```
! RIJCOSX wB97M-V def2-TZVPD def2/J DEFGRID3
* xyz 0 2
Sc -0.309 -0.448 -0.558
C -3.720 0.215 1.391
C -2.443 0.809 1.910
C -2.479 1.634 3.020
C -1.281 2.177 3.479
C -0.126 1.920 2.792
C -0.146 1.088 1.646
N -1.318 0.517 1.254
N 0.919 0.760 0.904
Si 2.367 1.708 0.957
C 1.906 3.519 0.534
C 3.603 0.975 -0.289
C 3.338 1.687 2.615
H -4.350 1.011 0.999
H -4.272 -0.279 2.187
H -3.521 -0.497 0.591
H -3.418 1.842 3.509
H -1.268 2.791 4.370
H 0.813 2.324 3.121
H 0.912 3.545 0.097
H 2.589 3.971 -0.177
H 1.887 4.143 1.422
H 3.132 0.250 -0.942
H 4.409 0.472 0.235
H 4.042 1.747 -0.912
H 2.800 2.100 3.462
H 4.253 2.259 2.508
H 3.615 0.667 2.874
O -1.864 0.567 -1.520
N -3.032 0.182 -1.977
C -3.992 1.101 -2.163
C -5.252 0.757 -2.587
C -5.531 -0.586 -2.852
C -4.533 -1.516 -2.698
C -3.255 -1.140 -2.254
S -1.987 -2.240 -2.049
H -3.693 2.117 -1.949
H -6.000 1.523 -2.710
H -6.515 -0.886 -3.182
H -4.693 -2.564 -2.898
N 2.224 -3.507 -2.688
C 1.435 -3.267 -1.633
N 1.133 -1.991 -1.575
C 1.779 -1.451 -2.673
N 2.460 -2.367 -3.357
C 1.659 -0.064 -2.991
C 2.354 0.539 -4.049
N 2.274 1.820 -4.315
C 1.459 2.545 -3.516
C 0.734 1.974 -2.493
N 0.807 0.670 -2.194
H 2.631 -4.371 -3.010
H 1.111 -4.022 -0.946
H 2.990 -0.069 -4.681
H 1.417 3.604 -3.734
H 0.061 2.562 -1.878
N -1.227 -2.339 0.864
H -0.964 -2.287 1.848
H -0.879 -3.222 0.491
H -2.245 -2.398 0.827
C 2.791 -3.639 2.492
Te 1.990 -1.722 1.716
C 1.031 -1.376 3.634
H 2.092 -4.110 3.174
H 3.729 -3.495 3.012
H 2.970 -4.312 1.662
H 1.769 -1.183 4.404
H 0.433 -2.236 3.927
H 0.392 -0.509 3.526
*
```

Relative energy table, unit kJ/mol: (1) 0.0; (2) 45.2

(1)
Density functional theory data (wB97M-V/def2-TZVPD) for a cluster of 4 separate species, C2H10N2O2 in total.

Properties
Highest occupied orbital energy (alpha / beta)   -4.06 / -3.13 eV
Frontier orbital gap (alpha / beta)   0.300 / 0.152 Ha
<S²>   0.76

```
! RIJCOSX wB97M-V def2-TZVPD def2/J DEFGRID3
* xyz -1 2
C -0.124 -1.404 -0.906
N -0.430 -0.713 -2.189
C 0.231 1.685 1.242
N -0.606 0.860 1.843
H -0.628 -2.362 -0.833
H -0.298 -0.668 -0.175
H 0.869 -1.601 -0.662
H 0.107 0.217 -2.099
H -0.325 2.401 0.527
H 1.299 1.593 1.270
H 1.226 1.951 -1.952
H -1.367 -0.377 -2.190
O 0.664 1.470 -1.367
H -0.267 -0.090 1.916
H -0.356 -2.040 2.368
O 0.130 -1.688 1.646
*
```

(2)
Density functional theory data (wB97M-V/def2-TZVPD) for a cluster of 3 separate species, C2H10N2O2 in total.

Properties
Highest occupied orbital energy (alpha / beta)   0.94 / -4.66 eV
Frontier orbital gap (alpha / beta)   0.096 / 0.300 Ha
<S²>   0.75

```
! RIJCOSX wB97M-V def2-TZVPD def2/J DEFGRID3
* xyz -1 2
C 1.539 1.484 1.173
C 2.496 0.601 1.476
N 3.800 0.669 0.911
N 0.313 1.728 1.776
H 1.836 2.306 0.517
H 2.189 -0.386 1.798
H 4.335 -0.182 0.987
H 3.828 0.869 -0.082
H -0.024 2.659 1.600
H 0.164 1.465 2.738
H -3.660 -2.545 -0.163
H -2.338 -2.174 -0.817
O -2.980 -2.912 -0.749
H -3.572 -1.670 -3.436
H -3.537 -0.214 -2.886
O -3.519 -0.736 -3.709
*
```

Relative energy table, unit kJ/mol: (1) 283.2; (2) 0.0

(1)
Density functional theory data (wB97M-V/def2-TZVPD) for a structure of composition H2N2O2S.

Properties
Highest occupied orbital energy   -10.04 eV
Frontier orbital gap   0.333 Ha

```
! RIJCOSX wB97M-V def2-TZVPD def2/J DEFGRID3
* xyz 0 1
N 0.612 -0.241 0.430
N 1.577 0.357 0.816
O -1.761 1.338 -0.686
O -1.850 -1.069 -0.487
S -1.656 0.202 0.229
H 0.638 -1.028 -0.436
H 2.439 0.440 0.134
*
```

(2)
Density functional theory data (wB97M-V/def2-TZVPD) for a cluster of 2 separate species, H2N2O2S in total.

Properties
Highest occupied orbital energy (alpha / beta)   -8.91 / -8.91 eV
Frontier orbital gap (alpha / beta)   0.284 / 0.284 Ha

```
! RIJCOSX wB97M-V def2-TZVPD def2/J DEFGRID3
* xyz 0 1
N -0.208 -0.720 -1.367
N 0.387 -0.534 -0.200
O -0.600 -1.597 -3.580
O 0.562 0.831 0.103
S -0.659 -1.943 -2.201
H -0.327 -0.725 1.094
H 0.089 1.420 -0.485
*
```

Relative energy table, unit kJ/mol: (1) 0.0; (2) 297.3

(1)
Density functional theory data (wB97M-V/def2-TZVPD) for a cluster of 2 separate species, C3H9NO2 in total.

Properties
Highest occupied orbital energy (alpha / beta)   -14.79 / -14.59 eV
Frontier orbital gap (alpha / beta)   0.404 / 0.198 Ha
<S²>   0.75

```
! RIJCOSX wB97M-V def2-TZVPD def2/J DEFGRID3
* xyz 1 2
C 1.805 2.215 -0.220
N 0.497 2.088 0.321
H 0.428 2.215 1.332
H -0.209 2.663 -0.152
H -0.187 0.583 -0.933
H 2.199 3.228 -0.141
H 2.014 1.720 -1.160
H 2.449 1.505 0.318
C -0.800 -2.505 -0.399
C -0.678 -1.114 0.097
O 0.051 -0.311 -0.771
O -1.125 -0.641 1.101
H 0.153 -3.027 -0.405
H -1.191 -2.514 -1.412
H -1.512 -3.023 0.232
*
```

(2)
Density functional theory data (wB97M-V/def2-TZVPD) for a cluster of 2 separate species, C3H9NO2 in total.

Properties
Highest occupied orbital energy (alpha / beta)   -14.48 / -14.48 eV
Frontier orbital gap (alpha / beta)   0.338 / 0.187 Ha
<S²>   0.76

```
! RIJCOSX wB97M-V def2-TZVPD def2/J DEFGRID3
* xyz 1 2
C 0.618 -0.934 -0.572
C 0.087 0.478 -0.302
C -1.393 0.624 -0.689
N -1.659 0.603 -2.005
O -2.249 0.228 0.107
H -0.053 -1.620 -0.018
H 1.556 -1.049 -0.048
H 0.570 -1.268 -1.604
H 0.090 0.797 0.750
H 0.777 1.158 -0.818
H -1.012 0.200 -2.661
H -2.601 0.775 -2.347
H 2.364 -0.114 3.832
H 1.264 -0.285 2.895
O 1.642 0.407 3.481
*
```

Relative energy table, unit kJ/mol: (1) 0.0; (2) 8.8

(1)
Density functional theory data (wB97M-V/def2-TZVPD) for a cluster of 2 separate species, C4H10N2O2 in total.

Properties
Highest occupied orbital energy (alpha / beta)   -14.50 / -14.23 eV
Frontier orbital gap (alpha / beta)   0.222 / 0.213 Ha
<S²>   0.76

```
! RIJCOSX wB97M-V def2-TZVPD def2/J DEFGRID3
* xyz 1 2
C -0.754 0.466 0.987
N -1.971 0.669 0.457
C 1.623 1.660 -0.254
O 1.675 0.662 0.507
O 1.074 1.739 -1.354
C -0.434 -1.084 0.997
N -0.624 -1.561 -0.338
C 0.301 -1.173 -1.346
H 0.136 0.831 0.323
H -0.553 0.813 2.024
H -2.109 1.624 0.120
H 2.178 2.546 0.115
H 0.500 -1.198 1.529
H -1.181 -1.596 1.618
H -1.539 -1.196 -0.653
H 1.319 -1.362 -1.039
H 0.151 -1.777 -2.247
H 0.208 -0.064 -1.447
*
```

(2)
Density functional theory data (wB97M-V/def2-TZVPD) for a cluster of 2 separate species, C4H10N2O2 in total.

Properties
Highest occupied orbital energy (alpha / beta)   -13.26 / -13.24 eV
Frontier orbital gap (alpha / beta)   0.332 / 0.143 Ha
<S²>   0.76

```
! RIJCOSX wB97M-V def2-TZVPD def2/J DEFGRID3
* xyz 1 2
C 0.045 -1.565 -1.201
C 1.470 -1.192 -1.563
O 1.777 -0.292 -2.310
N 2.424 -1.975 -0.971
H 3.334 -1.549 -0.984
H 2.159 -2.546 -0.174
H -0.252 -1.331 -0.176
H -0.023 -2.641 -1.374
H -0.739 -1.095 -1.788
C -0.028 1.504 1.063
C -1.480 1.201 0.775
O -1.904 0.496 -0.125
N -2.357 1.830 1.607
H 0.704 1.305 0.284
H 0.251 1.052 2.015
H -3.305 1.848 1.277
H -2.145 2.364 2.442
H 0.067 2.585 1.203
*
```

Relative energy table, unit kJ/mol: (1) 581.7; (2) 0.0

(1)
Density functional theory data (wB97M-V/def2-TZVPD) for an isolated molecule of C8H15N.

Properties
Highest occupied orbital energy   -8.73 eV
Frontier orbital gap   0.358 Ha
SMILES   C=C[C@@H](C)C(C)(C)N=C

```
! RIJCOSX wB97M-V def2-TZVPD def2/J DEFGRID3
* xyz 0 1
C -1.137 1.570 -1.755
C -0.622 1.752 -0.540
C -0.324 0.759 0.563
C -1.628 0.315 1.251
C 0.695 -0.424 0.277
C 1.524 -0.655 1.569
C 1.709 -0.136 -0.848
N 0.051 -1.702 0.030
C -0.632 -2.142 -0.935
H -1.395 0.585 -2.123
H -1.303 2.420 -2.412
H -0.377 2.782 -0.272
H 0.188 1.393 1.304
H -2.059 -0.575 0.789
H -1.446 0.091 2.306
H -2.395 1.094 1.198
H 0.877 -0.793 2.440
H 2.186 0.197 1.760
H 2.149 -1.549 1.480
H 2.197 0.833 -0.704
H 1.249 -0.167 -1.837
H 2.497 -0.897 -0.858
H -0.742 -3.230 -1.092
H -1.264 -1.517 -1.588
*
```

(2)
Density functional theory data (wB97M-V/def2-TZVPD) for an isolated molecule of C8H15N.

Properties
Highest occupied orbital energy   -9.62 eV
Frontier orbital gap   0.391 Ha
SMILES   [H]/N=C(/C=C)[C@H](C)C(C)C

```
! RIJCOSX wB97M-V def2-TZVPD def2/J DEFGRID3
* xyz 0 1
H 0.377 1.862 -2.156
N 0.955 1.851 -1.315
C 0.454 1.191 -0.350
C 1.290 1.116 0.879
C 0.980 1.693 2.037
C -0.817 0.386 -0.434
C -1.755 0.552 0.755
C -0.455 -1.176 -0.654
C 0.241 -1.782 0.543
C 0.382 -1.338 -1.920
H 2.316 0.827 0.685
H 1.703 1.777 2.831
H 0.003 2.097 2.243
H -1.343 0.699 -1.345
H -1.281 0.241 1.683
H -2.062 1.590 0.858
H -2.647 -0.055 0.606
H -1.424 -1.668 -0.799
H 0.707 -2.732 0.281
H -0.444 -1.937 1.374
H 1.038 -1.050 0.912
H 0.533 -2.391 -2.142
H -0.108 -0.880 -2.774
H 1.357 -0.872 -1.800
*
```

Relative energy table, unit kJ/mol: (1) 87.8; (2) 0.0